{
  "formula": "C82H151N11O7",
  "method": "ωB97M-V/def2-TZVPD",
  "symbols": ["C", "C", "N", "C", "C", "C", "C", "H", "H", "H", "H", "H", "H", "H", "H", "H", "H", "H", "H", "H", "H", "H", "C", "C", "N", "C", "C", "C", "C", "H", "H", "H", "H", "H", "H", "H", "H", "H", "H", "H", "H", "H", "H", "H", "C", "C", "N", "C", "C", "C", "C", "H", "H", "H", "H", "H", "H", "H", "H", "H", "H", "H", "H", "H", "H", "H", "C", "C", "N", "C", "C", "C", "C", "H", "H", "H", "H", "H", "H", "H", "H", "H", "H", "H", "H", "H", "H", "H", "C", "C", "N", "C", "C", "C", "C", "H", "H", "H", "H", "H", "H", "H", "H", "H", "H", "H", "H", "H", "H", "H", "C", "C", "N", "C", "C", "C", "C", "H", "H", "H", "H", "H", "H", "H", "H", "H", "H", "H", "H", "H", "H", "H", "C", "C", "N", "C", "C", "C", "C", "H", "H", "H", "H", "H", "H", "H", "H", "H", "H", "H", "H", "H", "H", "H", "C", "C", "N", "C", "C", "C", "C", "H", "H", "H", "H", "H", "H", "H", "H", "H", "H", "H", "H", "H", "H", "H", "O", "C", "N", "C", "H", "H", "H", "H", "H", "O", "C", "N", "C", "H", "H", "H", "H", "H", "O", "C", "N", "C", "H", "H", "H", "H", "H", "C", "C", "C", "C", "C", "C", "C", "O", "C", "C", "C", "C", "C", "C", "C", "O", "H", "H", "H", "H", "H", "H", "H", "H", "C", "C", "C", "C", "C", "C", "C", "O", "C", "C", "C", "C", "C", "C", "C", "O", "H", "H", "H", "H", "H", "H", "H", "H"],
  "xyz": [[-6.762, 4.612, 4.332], [-5.226, 4.677, 4.572], [-4.405, 3.757, 3.792], [-4.395, 3.988, 2.358], [-3.757, 5.344, 1.838], [-4.674, 2.318, 4.038], [-4.358, 1.893, 5.406], [-7.146, 5.253, 5.124], [-7.042, 3.562, 4.421], [-7.172, 5.007, 3.402], [-4.857, 5.691, 4.422], [-5.069, 4.451, 5.627], [-3.786, 3.217, 1.886], [-5.373, 3.791, 1.921], [-2.684, 5.238, 1.680], [-4.231, 5.618, 0.896], [-3.917, 6.202, 2.491], [-4.023, 1.719, 3.401], [-5.648, 1.912, 3.765], [-4.851, 2.467, 6.191], [-3.284, 1.942, 5.581], [-4.653, 0.899, 5.743], [7.761, 0.159, 1.559], [6.469, 0.278, 0.745], [5.219, 0.223, 1.572], [4.094, -0.202, 0.772], [2.978, -0.764, 1.705], [4.968, 1.388, 2.429], [4.887, 2.758, 1.818], [7.800, 0.973, 2.283], [8.657, 0.232, 0.943], [7.893, -0.786, 2.086], [6.353, 1.139, 0.088], [6.354, -0.567, 0.065], [3.880, 0.582, 0.045], [4.375, -1.066, 0.171], [2.400, -0.076, 2.321], [2.209, -1.164, 1.044], [3.240, -1.593, 2.363], [5.829, 1.289, 3.090], [4.107, 1.187, 3.068], [5.612, 2.948, 1.026], [5.141, 3.428, 2.640], [3.919, 3.050, 1.409], [1.051, 6.204, -9.395], [0.313, 6.217, -8.063], [0.559, 5.052, -7.160], [0.013, 3.789, -7.675], [0.629, 2.492, -7.281], [0.135, 5.335, -5.772], [-1.351, 5.807, -5.651], [1.030, 7.242, -9.727], [0.554, 5.550, -10.112], [2.058, 5.788, -9.365], [0.496, 7.164, -7.555], [-0.734, 6.191, -8.364], [-1.072, 3.770, -7.567], [0.013, 3.803, -8.765], [0.286, 2.238, -6.279], [0.344, 1.723, -7.999], [1.719, 2.456, -7.257], [0.764, 6.152, -5.419], [0.405, 4.435, -5.218], [-2.101, 5.506, -6.382], [-1.326, 6.890, -5.773], [-1.629, 5.559, -4.627], [4.378, 1.767, -6.149], [5.658, 2.096, -5.353], [5.524, 2.060, -3.896], [6.720, 1.456, -3.248], [8.091, 2.141, -3.541], [5.116, 3.347, -3.290], [5.052, 3.399, -1.691], [3.487, 2.180, -5.675], [4.280, 0.688, -6.033], [4.246, 2.148, -7.162], [6.485, 1.476, -5.698], [5.949, 3.126, -5.560], [6.676, 0.425, -3.600], [6.503, 1.375, -2.183], [8.325, 1.891, -4.576], [8.870, 1.748, -2.887], [7.947, 3.203, -3.343], [5.511, 4.289, -3.669], [4.064, 3.433, -3.563], [4.472, 2.565, -1.296], [6.010, 3.368, -1.172], [4.555, 4.282, -1.290], [-1.260, -1.017, -7.918], [-2.288, -2.067, -7.521], [-2.236, -2.299, -6.043], [-1.057, -2.962, -5.424], [-0.583, -4.281, -6.103], [-3.545, -3.008, -5.684], [-3.718, -3.227, -4.213], [-0.250, -1.322, -7.648], [-1.430, -0.108, -7.341], [-1.291, -0.641, -8.941], [-3.271, -1.684, -7.796], [-2.156, -2.996, -8.076], [-0.120, -2.407, -5.483], [-1.337, -3.077, -4.377], [0.013, -4.059, -6.988], [0.126, -4.840, -5.493], [-1.492, -4.788, -6.428], [-3.392, -3.928, -6.249], [-4.400, -2.573, -6.201], [-3.052, -3.984, -3.799], [-4.754, -3.442, -3.950], [-3.559, -2.274, -3.708], [-2.555, -4.940, 4.003], [-2.401, -4.293, 2.612], [-1.082, -4.625, 2.189], [-0.141, -3.487, 2.199], [0.395, -3.215, 3.566], [-1.007, -5.551, 1.073], [-1.208, -4.761, -0.201], [-2.396, -6.018, 4.036], [-3.483, -4.765, 4.546], [-1.769, -4.641, 4.697], [-3.184, -4.811, 2.059], [-2.658, -3.245, 2.456], [0.610, -3.607, 1.418], [-0.537, -2.594, 1.716], [1.151, -2.430, 3.582], [-0.348, -2.916, 4.306], [1.008, -4.038, 3.934], [-1.696, -6.367, 1.292], [-0.046, -6.066, 1.102], [-0.552, -3.904, -0.361], [-2.226, -4.415, -0.382], [-0.975, -5.471, -0.994], [-7.338, -2.781, 0.174], [-5.903, -2.291, 0.513], [-5.686, -1.474, 1.712], [-6.436, -2.054, 2.856], [-5.896, -3.497, 3.142], [-6.248, -0.095, 1.503], [-5.482, 0.892, 0.598], [-8.080, -2.023, -0.077], [-7.764, -3.371, 0.985], [-7.190, -3.416, -0.700], [-5.352, -3.231, 0.545], [-5.596, -1.766, -0.391], [-6.173, -1.456, 3.728], [-7.492, -2.117, 2.592], [-4.825, -3.562, 3.336], [-6.354, -3.892, 4.049], [-6.051, -4.231, 2.350], [-6.363, 0.352, 2.490], [-7.133, -0.156, 0.870], [-4.474, 1.024, 0.991], [-5.833, 1.917, 0.487], [-5.539, 0.501, -0.418], [0.745, 0.312, 6.638], [1.766, -0.231, 7.638], [2.086, 0.693, 8.703], [2.936, 0.107, 9.712], [2.021, -0.732, 10.622], [2.552, 2.001, 8.223], [3.910, 2.113, 7.610], [1.216, 0.942, 5.884], [0.057, 0.947, 7.196], [0.125, -0.481, 6.220], [1.285, -1.112, 8.062], [2.712, -0.523, 7.183], [3.429, 0.896, 10.281], [3.709, -0.626, 9.483], [1.086, -0.204, 10.805], [2.474, -1.234, 11.477], [1.737, -1.628, 10.069], [1.846, 2.449, 7.524], [2.518, 2.591, 9.139], [4.627, 1.521, 8.181], [3.985, 1.696, 6.606], [4.270, 3.136, 7.505], [-5.146, -0.672, 8.044], [-5.000, -1.858, 7.990], [-4.717, -2.626, 9.034], [-4.953, -2.679, 6.674], [-4.720, -2.227, 9.962], [-4.595, -3.623, 8.928], [-4.608, -3.713, 6.673], [-4.254, -2.099, 6.070], [-5.891, -2.607, 6.124], [-4.628, 2.442, -5.088], [-4.186, 1.331, -5.192], [-4.728, 0.408, -5.976], [-2.950, 1.074, -4.430], [-4.282, -0.498, -5.978], [-5.520, 0.636, -6.561], [-2.719, 0.020, -4.582], [-2.968, 1.437, -3.402], [-2.207, 1.629, -5.003], [-0.012, 5.528, -2.027], [-0.219, 5.701, -0.846], [-0.358, 6.862, -0.263], [-0.186, 4.479, 0.111], [-0.337, 6.964, 0.741], [-0.194, 7.698, -0.806], [0.853, 4.173, -0.005], [-0.962, 3.766, -0.168], [-0.381, 4.788, 1.137], [5.711, -7.626, 1.608], [6.913, -7.136, 1.118], [6.948, -6.108, 0.228], [5.782, -5.493, -0.216], [4.542, -6.015, 0.239], [4.471, -7.128, 1.123], [3.243, -5.319, -0.202], [2.150, -5.655, 0.175], [3.387, -4.287, -1.302], [2.184, -3.753, -1.837], [2.153, -2.675, -2.725], [3.405, -2.193, -3.205], [4.610, -2.857, -2.785], [4.593, -3.783, -1.765], [5.910, -4.174, -1.093], [6.930, -3.683, -1.352], [5.624, -8.492, 2.246], [7.879, -7.568, 1.333], [7.895, -5.852, -0.223], [3.617, -7.552, 1.630], [1.209, -4.028, -1.464], [1.227, -2.268, -3.103], [3.438, -1.513, -4.043], [5.528, -2.558, -3.269], [0.672, 0.197, -3.642], [1.765, 0.878, -3.034], [1.687, 1.183, -1.679], [0.670, 0.748, -0.917], [-0.438, -0.053, -1.499], [-0.287, -0.503, -2.830], [-1.602, -0.583, -0.677], [-2.556, -1.208, -1.234], [-1.504, -0.390, 0.754], [-2.478, -0.982, 1.607], [-2.483, -0.701, 3.016], [-1.389, -0.037, 3.516], [-0.455, 0.589, 2.671], [-0.475, 0.423, 1.281], [0.550, 1.118, 0.447], [1.223, 2.025, 0.951], [0.642, 0.209, -4.722], [2.509, 1.394, -3.623], [2.476, 1.827, -1.319], [-1.079, -1.079, -3.286], [-3.362, -1.494, 1.256], [-3.311, -1.005, 3.639], [-1.186, -0.013, 4.576], [0.284, 1.274, 3.061]],
  "atomic_forces_ev_per_a": [[0.91, 0.23, 0.37], [-0.51, -0.16, -0.63], [0.20, -0.95, -0.22], [0.78, 0.84, -0.63], [-0.89, -0.70, 0.51], [0.28, 0.03, -0.83], [0.52, -0.26, 2.43], [-0.57, -0.40, 0.12], [-0.48, 0.18, 0.27], [0.46, -0.03, -0.21], [0.04, 0.00, -0.08], [0.07, 0.02, -0.04], [0.20, -0.22, 0.25], [-0.52, 0.50, -0.13], [-0.06, -0.07, 0.07], [0.12, -0.12, -0.14], [-0.05, -0.16, 0.21], [0.31, 0.33, -0.40], [-0.74, 0.67, -0.18], [0.08, 0.46, -0.09], [0.09, 0.23, 0.12], [-0.15, -0.42, -0.76], [-0.08, 0.58, -0.24], [-1.41, -0.67, 0.67], [0.79, -0.64, -0.35], [0.10, -0.79, 1.54], [-1.05, 0.51, -1.11], [0.95, -1.50, -0.04], [0.15, 0.74, -0.02], [0.18, -0.05, 0.10], [-0.11, 0.25, -0.27], [-0.58, -0.03, 0.03], [0.83, 0.51, -0.04], [0.32, -0.20, 0.02], [-1.08, 0.19, -0.04], [0.34, -0.06, -0.09], [0.44, 0.48, 0.01], [-0.25, -0.28, -0.20], [0.75, 0.10, -0.24], [-0.01, 0.74, 0.35], [-0.12, -0.04, -0.15], [0.19, -0.19, 0.11], [-0.18, 0.41, -0.14], [-0.19, -0.23, 0.14], [0.11, -0.45, 0.14], [-0.25, -1.48, 0.03], [0.61, 0.27, -0.30], [-0.53, 1.65, -1.61], [0.37, -0.55, 0.92], [-0.42, -0.08, -1.65], [1.04, 0.30, 0.65], [0.27, -0.20, -0.49], [-0.27, 0.28, -0.15], [0.24, 0.47, 0.39], [0.12, -0.28, 0.35], [-0.53, 0.40, 0.25], [-0.51, -0.26, 0.77], [0.67, 0.43, -0.25], [0.04, -0.44, 0.13], [-0.30, -0.14, 0.13], [0.04, 0.48, -0.07], [0.05, -0.14, 0.22], [-0.40, 0.10, 0.37], [0.29, -0.76, 0.07], [-0.13, 0.12, 0.31], [-0.53, 0.21, -0.11], [-0.35, -0.30, 1.34], [-0.30, 1.72, -0.36], [0.92, -0.15, 1.11], [-0.46, -0.11, -0.27], [-1.47, -0.80, 0.32], [-1.72, -0.29, 1.45], [0.31, -0.47, -1.01], [0.07, 0.18, 0.51], [-0.33, -0.17, -0.68], [0.87, -0.36, -0.18], [-0.13, -0.18, 0.19], [0.24, 0.20, -0.62], [0.53, -0.17, -0.05], [0.16, 0.23, 0.03], [0.36, 0.57, 0.03], [-0.03, 0.01, -0.04], [0.39, 0.10, -0.33], [0.96, -0.15, -0.25], [-0.28, 0.19, -0.14], [0.05, -0.25, -0.16], [0.23, -0.07, -0.34], [-0.08, 0.25, -0.57], [0.47, 0.66, 0.63], [0.77, 1.76, -0.06], [-1.02, -3.07, -1.85], [0.53, 0.61, 0.46], [-0.80, 0.53, -0.90], [0.99, 0.31, 0.16], [-0.39, 0.53, 0.52], [0.08, -0.14, -0.34], [-0.17, 0.03, 0.25], [-0.12, -0.70, -0.14], [-0.12, -0.16, 0.36], [0.20, -0.36, 0.38], [-0.48, 1.04, 0.12], [0.30, -0.18, -0.17], [-0.25, 0.24, -0.20], [-0.65, -0.04, 0.50], [0.41, -0.81, 0.21], [0.01, -0.49, 0.05], [0.22, 0.55, 0.24], [-0.23, 0.04, 0.01], [0.04, -0.41, -0.28], [0.33, 0.05, 0.28], [0.05, 0.67, 1.45], [-0.93, -1.50, 1.04], [1.27, 0.37, -0.12], [-0.51, -0.43, -1.26], [1.34, 0.39, 0.55], [0.59, 1.22, 0.91], [-0.26, -1.36, -1.44], [-0.21, -0.15, -0.88], [-0.33, 0.16, -0.22], [0.11, 0.54, -0.11], [0.15, -0.13, -0.81], [0.19, 0.09, 0.79], [0.78, -0.98, 0.54], [-0.91, 0.42, 0.60], [-0.16, 0.56, -0.38], [-0.16, -0.26, -0.11], [-0.54, -0.49, 0.14], [-0.53, 0.22, -0.50], [0.25, 0.36, -0.27], [0.14, -0.09, 0.51], [-0.17, 0.00, 0.32], [-0.04, 0.10, -0.62], [0.16, 0.10, 0.32], [-0.89, -0.22, -0.58], [-0.74, 0.89, -0.35], [2.03, -1.58, -0.68], [-0.22, 0.28, 0.29], [0.26, 0.44, -0.96], [1.11, -0.61, 0.28], [0.20, 0.20, -0.03], [0.01, -0.21, -0.17], [-0.32, -0.13, -0.01], [0.56, 0.25, 0.27], [0.54, 0.25, 0.24], [-0.62, 0.16, 0.01], [-0.24, 0.32, 0.62], [0.04, 0.63, -0.06], [-0.25, -0.03, -0.03], [-0.40, 0.17, -0.10], [-0.53, -0.12, -0.16], [-1.10, -0.31, 1.06], [0.40, -0.25, -0.52], [-0.81, -0.17, 0.61], [0.71, -0.07, -0.10], [0.13, 0.49, 0.50], [-0.31, -0.34, -0.11], [0.24, 0.52, -0.97], [-0.82, -0.58, 1.83], [-0.31, -0.69, -0.46], [-0.58, 0.34, 0.83], [1.15, -0.77, -0.57], [-0.16, -0.19, -0.28], [-0.10, 0.11, 0.04], [0.38, -0.07, -0.29], [0.36, -0.12, 0.22], [0.01, -0.45, -0.60], [-0.11, 0.14, 0.01], [0.49, 0.27, -1.19], [0.20, 0.04, 0.55], [0.20, 0.81, 0.44], [-0.25, 0.01, -0.42], [-0.38, -0.20, 0.23], [0.08, 0.45, -0.11], [0.25, 0.26, 0.22], [-0.32, -0.13, -0.20], [-0.13, 0.06, 0.33], [-0.49, 1.30, -0.22], [0.52, -1.86, -1.55], [0.16, -0.98, 1.71], [-0.05, 1.35, -0.55], [0.05, -0.06, -0.12], [-0.09, 0.36, 0.13], [-0.10, 0.09, 0.50], [0.18, -0.12, -0.22], [-0.16, -0.06, 0.25], [-1.31, 1.43, -0.37], [0.11, 2.13, 1.40], [0.10, -1.89, -0.79], [0.79, -1.16, -0.95], [-0.59, 0.23, -0.31], [0.15, -0.11, 0.15], [0.54, -0.32, 0.79], [-0.15, -0.33, -0.20], [0.32, 0.11, 0.26], [-0.18, 0.29, -0.81], [0.40, -3.20, 0.25], [-0.18, 2.68, 1.05], [-0.20, 1.64, -0.38], [-0.11, -0.15, -0.30], [-0.10, -0.09, -0.01], [-0.35, -0.71, 0.21], [0.46, -0.21, -0.22], [0.16, -0.15, 0.10], [-1.48, -0.09, -0.96], [0.22, -0.85, 0.32], [-0.13, 0.72, -1.15], [-0.43, 0.93, 0.36], [-1.10, 0.47, 0.22], [2.51, 1.00, 0.38], [1.51, -0.60, -0.87], [-0.12, -0.06, 0.40], [-1.63, 0.67, 0.12], [-0.04, 0.82, 0.33], [2.36, -0.49, -0.22], [0.26, -2.33, 0.22], [-1.74, 1.98, -0.90], [0.75, -0.09, 0.79], [-4.34, -4.18, 0.23], [3.22, 1.77, -0.41], [0.47, 0.06, 0.28], [-0.13, -0.32, 0.50], [0.08, 0.45, 0.15], [-0.57, 0.37, -0.69], [0.19, -0.71, 0.23], [0.08, -0.06, 0.25], [0.12, 0.38, 0.19], [0.24, 0.04, 0.31], [1.17, -0.49, 1.52], [-2.46, 0.05, -0.79], [1.75, 0.23, -1.39], [-3.48, -2.10, -1.49], [2.07, -0.65, -0.27], [0.09, 3.16, 0.08], [-1.45, -1.60, -2.12], [2.56, 1.68, 1.18], [-0.79, -0.47, 1.18], [-0.10, 1.85, 1.25], [0.61, -0.51, -2.42], [0.91, 0.57, 0.02], [-0.07, -0.18, -0.59], [-0.87, -0.36, 1.14], [0.23, 1.90, 2.81], [-0.47, -1.35, -0.60], [-0.07, -0.51, -0.21], [0.17, -0.26, -0.22], [-0.15, -0.06, 0.59], [-0.05, -0.11, 0.10], [0.20, -0.10, -0.52], [0.07, -0.34, 0.03], [-0.36, 0.44, 0.17], [0.21, -0.22, 0.26]],
  "multiplicity": 2,
  "orbital_gap_ev": [6.116, 2.080],
  "s_squared": 0.75,
  "total_charge": 1,
  "e_tot_ev": -118193.359,
  "homo_energy_ev": [-9.2121, -9.2120],
  "max_force_ev_per_a": 6.03
}